Molecular formula: C14H39N3O7V2
Method: DFT, ωB97M-V/def2-TZVPD

**Relative energy (zero: lowest compared OMol25 entry of this formula, charge and spin)**: 0.000 eV
**Multiplicity**: 3
**Total charge**: +2

Each line ends with the Mulliken spin population.
CARTESIAN COORDINATES (ANGSTROEM)
O -2.243 0.041 1.955  -0.27
V -2.022 0.674 0.535  1.28
O -0.595 -2.936 0.582  -0.27
V -0.278 -2.047 -0.655  1.29
O -0.060 -0.158 0.123  -0.03
H 0.536 -0.025 0.863  0.01
C -3.997 -2.903 0.284  0.00
C -3.670 -1.977 -0.876  0.01
O -2.456 -1.281 -0.561  0.00
H -4.725 -3.678 0.019  0.00
H -4.507 -2.404 1.115  0.00
H -3.145 -3.416 0.727  0.00
H -4.535 -1.333 -1.024  0.00
H -3.499 -2.657 -1.713  0.00
C 0.885 3.317 0.787  0.00
C 0.181 2.667 1.960  0.01
C 0.379 3.518 3.236  0.00
O -0.391 2.904 4.218  0.00
C -0.346 3.560 5.480  0.00
N -1.268 2.463 1.643  -0.02
H 0.875 2.684 -0.103  0.00
H 1.938 3.555 0.945  0.00
H 0.418 4.266 0.500  0.00
H 0.664 1.696 2.094  0.00
H -0.004 4.533 3.074  0.00
H 1.470 3.431 3.314  0.00
H 0.661 3.609 5.894  0.00
H -1.046 3.091 6.163  0.00
H -0.687 4.598 5.385  0.00
H -1.593 2.455 2.629  0.00
H -1.652 3.367 1.348  0.00
C -3.148 2.262 -3.171  0.00
C -1.850 1.571 -2.769  0.00
C -0.688 1.993 -3.655  0.00
O 0.452 1.238 -3.178  0.00
C 1.667 1.961 -3.239  0.00
N -1.556 1.857 -1.348  -0.01
H -3.428 2.179 -4.218  0.00
H -3.040 3.343 -2.991  0.00
H -3.992 2.035 -2.516  0.00
H -2.035 0.502 -2.901  0.00
H -0.530 3.067 -3.518  0.00
H -0.824 1.675 -4.688  0.00
H 2.392 1.345 -2.702  0.00
H 1.688 2.919 -2.698  0.00
H 2.022 2.207 -4.241  0.00
H -1.536 2.884 -1.245  0.00
H -0.524 1.799 -1.313  0.00
C 3.178 -2.603 1.712  0.00
C 2.974 -3.281 0.363  0.00
C 2.545 -4.735 0.521  0.00
O 2.087 -5.250 -0.720  0.00
C 3.163 -5.524 -1.599  0.00
N 1.934 -2.575 -0.447  -0.02
H 2.293 -2.436 2.318  0.00
H 3.721 -1.660 1.580  0.00
H 3.936 -3.195 2.232  0.00
H 3.911 -3.277 -0.196  0.00
H 1.754 -4.805 1.269  0.00
H 3.355 -5.347 0.925  0.00
H 4.098 -4.990 -1.408  0.00
H 2.828 -5.480 -2.633  0.00
H 3.526 -6.560 -1.510  0.00
H 2.308 -1.639 -0.622  0.01
H 2.032 -3.095 -1.332  0.00

Molecular formula: C34H23Cl2F6MnN5O7S2
Method: DFT, ωB97M-V/def2-TZVPD

**Electronic energy**: -5576.7110 hartree
**Multiplicity**: 5
**Total charge**: +1

Each line ends with the Mulliken spin population.
CARTESIAN COORDINATES (ANGSTROEM)
Mn 0.289 -0.475 0.442  3.88
C -0.096 4.729 1.231  0.00
O 0.177 3.988 2.468  0.00
C 0.369 2.726 2.071  0.01
N 0.260 2.401 0.861  0.01
C -0.172 3.628 0.143  0.01
C 0.631 3.972 -1.087  0.00
C 0.184 5.026 -1.879  0.00
C 0.883 5.392 -3.020  0.00
C 2.033 4.700 -3.382  0.00
C 2.484 3.653 -2.591  0.00
C 1.786 3.296 -1.443  0.00
C 0.670 1.745 3.137  0.04
C 0.853 2.114 4.462  0.00
C 1.134 1.128 5.390  0.00
C 1.230 -0.192 4.970  0.00
C 1.020 -0.446 3.634  0.03
N 0.734 0.485 2.734  0.01
C 1.132 -1.785 3.014  0.04
N 0.986 -1.940 1.758  -0.09
C 1.247 -3.379 1.430  0.01
C 1.505 -3.978 2.829  0.00
O 1.439 -2.817 3.750  0.01
C 0.131 -4.084 0.695  0.01
C -1.195 -3.700 0.834  0.01
C -2.197 -4.354 0.129  0.01
C -1.876 -5.411 -0.709  0.00
C -0.553 -5.815 -0.831  0.00
C 0.449 -5.152 -0.133  0.00
H 0.725 5.418 1.059  0.00
H -1.019 5.280 1.373  0.00
H -1.207 3.465 -0.165  0.00
H -0.729 5.555 -1.616  0.00
H 0.524 6.209 -3.634  0.00
H 2.574 4.978 -4.279  0.00
H 3.377 3.107 -2.872  0.00
H 2.138 2.485 -0.827  0.00
H 0.789 3.158 4.741  0.00
H 1.283 1.382 6.430  0.00
H 1.458 -1.000 5.654  0.00
H 2.144 -3.407 0.816  -0.01
H 2.483 -4.431 2.943  0.00
H 0.733 -4.673 3.134  0.00
H -1.459 -2.896 1.502  -0.01
H -3.228 -4.034 0.231  0.00
H -2.653 -5.917 -1.270  0.00
H -0.294 -6.634 -1.492  0.00
H 1.486 -5.442 -0.271  0.00
Cl -1.629 1.566 -3.485  0.00
C -2.456 1.082 -2.057  0.03
C -3.862 1.261 -1.974  -0.01
C -4.555 0.935 -0.853  0.02
Cl -6.272 1.167 -0.796  0.00
C -3.875 0.400 0.269  -0.01
C -4.454 0.046 1.504  0.01
C -3.665 -0.440 2.513  -0.01
C -2.290 -0.597 2.294  0.05
N -1.721 -0.292 1.152  -0.06
C -2.493 0.215 0.139  0.02
C -1.791 0.545 -1.014  0.01
O -0.453 0.324 -0.976  -0.07
H -4.382 1.666 -2.833  0.00
H -5.521 0.164 1.644  0.00
H -4.083 -0.711 3.472  0.00
H -1.647 -0.988 3.077  0.00
F 4.166 0.146 -1.652  0.00
C 3.481 -0.617 -0.841  0.00
F 4.284 -1.343 -0.088  0.00
F 2.749 0.189 -0.005  0.02
S 2.336 -1.757 -1.717  0.00
O 1.144 -1.708 -0.810  0.04
O 2.940 -3.053 -1.710  0.00
N 2.133 -1.021 -3.038  0.00
S 0.942 -1.466 -4.076  0.00
O -0.364 -1.184 -3.555  0.00
O 1.213 -2.726 -4.698  0.00
C 1.310 -0.186 -5.334  0.00
F 0.272 -0.156 -6.153  0.00
F 2.406 -0.525 -5.998  0.00
F 1.474 1.007 -4.765  0.00

Molecular formula: C4H23NO7
Method: DFT, ωB97M-V/def2-TZVPD

**Relative energy (zero: lowest compared OMol25 entry of this formula, charge and spin)**: 2.880 eV
**Total charge**: 0
**SMILES**: C/C=C(/C)N.O.O.O.O.O.O.O

Each line ends with the Mulliken charge.
CARTESIAN COORDINATES (ANGSTROEM)
C -0.181 1.438 -2.623  -1.59
C -0.813 1.112 -1.213  -0.34
C -1.246 2.150 -0.468  0.80
C -1.599 2.135 0.976  -1.28
N -1.078 3.423 -1.016  -0.46
H 0.691 0.764 -2.664  0.37
H -0.826 1.173 -3.442  0.36
H 0.137 2.472 -2.848  0.39
H -0.943 0.107 -0.965  0.54
H -2.026 3.010 1.369  0.48
H -0.720 2.129 1.707  0.17
H -2.173 1.216 1.150  0.26
H -1.042 3.582 -1.998  0.16
H -1.268 4.240 -0.391  0.19
O -0.247 -3.405 2.208  -0.53
H -1.078 -3.619 2.649  0.35
H 0.019 -4.068 1.600  0.24
O 1.333 1.307 1.534  -0.54
H 1.820 1.272 0.720  0.28
H 1.843 0.848 2.181  0.27
O -1.083 -2.959 -1.151  -0.61
H -0.654 -3.774 -1.393  0.34
H -1.368 -2.563 -2.005  0.29
O 1.182 -2.702 -1.736  -0.67
H 1.100 -2.490 -0.797  0.34
H 1.071 -1.811 -2.094  0.32
O 2.161 -1.607 1.464  -0.64
H 2.442 -2.112 2.255  0.32
H 1.177 -1.683 1.456  0.31
O 2.986 1.780 -1.750  -0.66
H 2.009 1.799 -1.687  0.28
H 3.302 2.562 -1.229  0.33
O -1.705 -2.203 3.606  -0.70
H -0.954 -1.671 3.692  0.31
H -2.268 -1.854 2.904  0.34

Molecular formula: C37H39Ge2N5OPPdS
Method: DFT, ωB97M-V/def2-TZVPD

**Relative energy (zero: lowest compared OMol25 entry of this formula, charge and spin)**: 1.763 eV
**Total charge**: +1

Each line ends with the Mulliken charge.
CARTESIAN COORDINATES (ANGSTROEM)
Pd 1.234 -0.008 0.165  -0.48
O 3.621 1.572 0.636  -0.57
N 3.245 0.212 0.564  0.26
C 4.271 -0.558 0.337  -0.50
C 4.309 -1.982 0.293  0.77
C 5.577 -2.584 0.152  -0.98
C 5.735 -3.949 0.189  -0.77
C 4.632 -4.776 0.395  -0.76
C 3.376 -4.214 0.524  -0.51
C 3.192 -2.834 0.450  0.93
P 1.469 -2.254 0.463  0.70
C 0.890 -2.923 -1.145  0.93
C 0.496 -4.235 -1.382  -0.49
C 0.123 -4.620 -2.659  -0.85
C 0.136 -3.709 -3.702  -0.60
C 0.549 -2.404 -3.479  -0.75
C 0.932 -2.016 -2.210  -0.29
C 0.815 -3.109 1.917  0.72
C 1.516 -2.827 3.090  -0.85
C 1.140 -3.401 4.287  -0.74
C 0.057 -4.268 4.327  -0.59
C -0.656 -4.531 3.168  -0.92
C -0.289 -3.949 1.965  -0.01
H 2.997 2.031 1.224  0.32
H 5.230 -0.055 0.242  0.37
H 6.439 -1.944 0.015  0.43
H 6.720 -4.380 0.075  0.41
H 4.761 -5.847 0.448  0.46
H 2.521 -4.851 0.711  0.31
H 0.469 -4.953 -0.576  0.33
H -0.173 -5.641 -2.846  0.45
H -0.178 -4.013 -4.689  0.42
H 0.576 -1.692 -4.292  0.47
H 1.260 -0.982 -2.026  0.45
H 2.359 -2.147 3.050  0.38
H 1.696 -3.169 5.183  0.45
H -0.229 -4.725 5.262  0.43
H -1.511 -5.189 3.187  0.47
H -0.874 -4.134 1.078  0.47
N 0.672 5.066 -2.657  -0.36
C 1.514 5.080 -1.609  0.61
N 1.944 6.254 -1.133  -0.35
N 1.946 3.997 -1.028  -0.51
C 1.584 2.792 -1.182  0.69
N 1.302 1.663 -1.227  -0.52
H 0.404 5.916 -3.122  0.20
H 0.321 4.186 -2.999  0.12
H 1.654 7.129 -1.532  0.19
H 2.546 6.245 -0.328  0.26
S -1.587 -1.682 -0.083  -0.19
C -0.759 -0.310 0.153  0.45
C -3.504 -0.451 -2.857  -1.17
Ge -2.928 1.370 -2.334  1.20
C -4.475 2.596 -2.577  -1.26
C -1.465 1.976 -3.546  -1.32
Ge -1.933 1.284 -0.031  -0.17
C -0.897 2.857 0.602  -0.08
C -1.348 4.120 0.246  -0.63
C -0.718 5.259 0.711  -0.67
C 0.385 5.145 1.540  -0.77
C 0.859 3.890 1.890  -0.86
C 0.214 2.753 1.429  0.23
C -3.171 0.803 1.442  0.22
C -2.620 0.488 2.678  0.04
C -3.425 0.081 3.723  -0.82
C -4.795 -0.008 3.542  -0.47
C -5.353 0.297 2.313  -0.66
C -4.541 0.689 1.264  -0.30
H -3.971 -0.381 -3.835  0.46
H -4.218 -0.875 -2.158  0.35
H -2.664 -1.132 -2.931  0.29
H -4.811 2.480 -3.604  0.43
H -4.206 3.635 -2.425  0.38
H -5.306 2.353 -1.923  0.41
H -1.601 1.537 -4.531  0.54
H -0.492 1.681 -3.155  0.29
H -1.505 3.056 -3.657  0.28
H -2.219 4.204 -0.391  0.41
H -1.098 6.232 0.439  0.49
H 0.872 6.031 1.919  0.53
H 1.727 3.808 2.533  0.47
H 0.579 1.751 1.726  0.68
H -1.546 0.547 2.814  0.23
H -2.985 -0.166 4.677  0.42
H -5.428 -0.325 4.355  0.39
H -6.421 0.232 2.170  0.41
H -4.970 0.907 0.295  0.21

Molecular formula: C14H29IN2O
Method: DFT, ωB97M-V/def2-TZVPD

**Relative energy (zero: lowest compared OMol25 entry of this formula, charge and spin)**: 0.000 eV
**Total charge**: 0

Each line ends with the Mulliken charge.
CARTESIAN COORDINATES (ANGSTROEM)
C 0.579 -5.978 3.903  0.06
C 0.499 -4.790 3.794  -0.55
C 0.259 -3.351 3.502  -0.60
C -1.145 -3.233 2.830  -0.44
I -0.998 -1.653 1.232  -0.41
N -2.125 -2.830 3.809  -0.24
C -2.803 -4.023 4.341  -0.08
C -4.253 -4.098 3.836  -1.18
H 0.459 -7.022 3.760  0.40
H 1.014 -3.085 2.756  0.32
H 0.342 -2.758 4.428  0.30
H -1.699 -2.287 4.562  0.22
H -2.242 -4.926 4.091  0.14
H -2.851 -4.002 5.441  0.33
H -4.887 -3.307 4.240  0.30
H -4.255 -4.067 2.742  0.26
H -4.637 -5.091 4.109  0.35
C 3.029 0.951 -1.979  -1.33
C 1.515 0.921 -2.028  -0.39
N 0.824 1.924 -1.131  0.16
C 1.171 1.578 0.293  -1.09
C -0.682 1.731 -1.203  -0.05
C -1.357 2.023 -2.532  -1.18
C 1.261 3.362 -1.331  -0.77
C 1.171 3.962 -2.726  -0.41
O 1.989 3.269 -3.645  -0.30
C 1.473 3.208 -4.969  -0.74
H 3.414 0.693 -0.993  0.37
H 3.414 0.206 -2.673  0.42
H 3.447 1.912 -2.269  0.29
H 1.159 -0.060 -1.708  0.62
H 1.160 1.077 -3.041  0.24
H 0.890 0.543 0.439  0.32
H 0.603 2.229 0.953  0.41
H 2.234 1.730 0.459  0.42
H -1.113 2.359 -0.425  0.37
H -0.857 0.688 -0.930  0.10
H -1.562 3.085 -2.658  0.33
H -2.332 1.536 -2.542  0.43
H -0.807 1.658 -3.398  0.23
H 2.297 3.402 -0.997  0.46
H 0.658 3.955 -0.643  0.38
H 1.545 4.991 -2.656  0.37
H 0.143 4.035 -3.072  0.30
H 0.714 3.967 -5.161  0.35
H 1.046 2.216 -5.146  0.26
H 2.299 3.350 -5.665  0.27

Molecular formula: C3H5ClOS
Method: DFT, ωB97M-V/def2-TZVPD

**Relative energy (zero: lowest compared OMol25 entry of this formula, charge and spin)**: 3.351 eV
**Total charge**: 0
**SMILES**: OCC(=S)CCl

Each line ends with the Mulliken charge.
CARTESIAN COORDINATES (ANGSTROEM)
O 1.233 -0.833 1.462  -0.53
C 0.081 -1.158 0.417  -0.44
C -0.905 -0.042 0.043  0.19
S -2.478 -0.478 0.063  -0.23
C -0.246 1.326 -0.567  -0.40
Cl 1.151 0.943 -1.643  -0.19
H 1.933 -0.085 0.984  0.33
H -0.671 -1.894 0.901  0.31
H 0.490 -1.449 -0.779  0.29
H 0.165 1.564 0.327  0.31
H -0.753 2.107 -1.209  0.36

Molecular formula: C2H2BO3
Method: DFT, ωB97M-V/def2-TZVPD

**Relative energy (zero: lowest compared OMol25 entry of this formula, charge and spin)**: 1.472 eV
**Total charge**: -1
**SMILES**: BC(=O)C(=O)[O-]

Each line ends with the Mulliken charge.
CARTESIAN COORDINATES (ANGSTROEM)
B 0.733 0.707 0.702  0.09
C -0.329 -0.387 0.739  0.38
O -0.741 -1.369 1.254  -0.50
C -0.546 -0.360 -1.024  0.43
O 0.137 -1.055 -1.716  -0.59
O -1.505 0.356 -1.309  -0.61
H 0.411 1.684 0.439  -0.10
H 1.840 0.423 0.915  -0.10

Molecular formula: C20H25F15O10
Method: DFT, ωB97M-V/def2-TZVPD

**Relative energy (zero: lowest compared OMol25 entry of this formula, charge and spin)**: 0.917 eV
**Total charge**: 0
**SMILES**: CCOC(=O)C(F)(F)F.CCOC(=O)C(F)(F)F.CCOC(=O)C(F)(F)F.CCOC(=O)C(F)(F)F.CCOC(=O)C(F)(F)F

Each line ends with the Mulliken charge.
CARTESIAN COORDINATES (ANGSTROEM)
C 20.936 11.024 13.661  -0.90
C 21.143 11.661 12.284  -0.39
O 21.792 10.746 11.381  -0.30
C 23.064 10.482 11.631  0.41
O 23.717 11.022 12.473  -0.53
C 23.700 9.565 10.577  0.84
F 24.304 8.533 11.212  -0.26
F 22.790 9.049 9.746  -0.24
F 24.628 10.227 9.892  -0.24
H 21.843 10.965 14.258  0.31
H 20.512 10.025 13.572  0.36
H 20.297 11.703 14.228  0.24
H 21.791 12.526 12.417  0.31
H 20.168 11.884 11.869  0.37
C 19.499 16.182 17.451  -0.69
C 18.452 16.565 16.405  -0.54
O 17.985 17.899 16.537  -0.20
C 16.937 18.300 15.847  0.30
O 16.122 17.612 15.320  -0.50
C 16.797 19.845 15.792  0.86
F 16.753 20.222 14.506  -0.25
F 15.585 20.134 16.330  -0.25
F 17.726 20.530 16.435  -0.23
H 19.032 15.658 18.278  0.29
H 20.021 17.079 17.786  0.35
H 20.232 15.574 16.925  0.22
H 17.627 15.850 16.479  0.33
H 18.846 16.447 15.392  0.31
C 21.387 15.897 20.618  -0.97
C 22.852 15.771 21.026  -0.31
O 23.594 15.444 19.857  -0.15
C 24.828 14.990 19.992  0.30
O 25.329 14.676 21.029  -0.54
C 25.575 14.856 18.662  0.93
F 25.864 13.557 18.477  -0.22
F 24.866 15.319 17.638  -0.26
F 26.733 15.520 18.712  -0.27
H 20.781 16.279 21.439  0.45
H 20.932 14.966 20.275  0.20
H 21.292 16.610 19.801  0.19
H 23.073 15.136 21.879  0.37
H 23.108 16.800 21.299  0.29
C 23.969 11.700 19.602  -1.24
C 23.240 12.001 18.312  0.02
O 21.831 11.950 18.586  -0.23
C 21.042 12.120 17.540  0.37
O 21.420 12.461 16.463  -0.54
C 19.542 11.897 17.832  0.79
F 18.889 13.016 17.515  -0.21
F 19.076 10.902 17.076  -0.24
F 19.330 11.607 19.113  -0.25
H 23.853 12.454 20.379  0.21
H 25.040 11.586 19.428  0.32
H 23.627 10.733 19.976  0.54
H 23.474 11.258 17.552  0.36
H 23.497 13.004 17.968  0.08
C 27.589 11.713 21.482  -0.72
C 28.457 12.755 22.131  -0.39
O 28.903 13.799 21.253  -0.25
C 29.892 13.582 20.423  0.37
O 30.284 12.516 20.062  -0.52
C 30.452 14.865 19.789  0.85
F 30.054 14.949 18.510  -0.24
F 30.030 15.963 20.452  -0.25
F 31.795 14.850 19.825  -0.25
H 27.974 11.261 20.571  0.34
H 26.598 12.076 21.194  -0.08
H 27.414 10.945 22.239  0.41
H 29.373 12.255 22.469  0.37
H 28.063 13.225 23.028  0.38